[1]
This record from the OMol25 dataset describes 2 unconnected molecules or ions with the total composition C7H10. The level of theory is ωB97M-V/def2-TZVPD.

```
17
Properties=species:S:1:pos:R:3:mulliken_charge:R:1
C -0.52 0.00 2.04 -0.664
C -1.42 -0.30 0.83 0.028
C -0.66 1.05 1.01 0.015
C 0.47 1.28 0.08 -0.431
C 1.01 0.28 -0.62 -0.446
C 0.42 -1.11 -0.59 -0.435
C -0.99 -1.29 -0.13 -0.924
H -1.05 0.10 2.98 0.254
H 0.43 -0.53 2.10 0.243
H -2.48 -0.27 1.07 0.422
H -1.29 1.90 1.26 0.410
H 0.84 2.30 -0.01 0.392
H 1.84 0.47 -1.29 0.418
H 1.29 -0.15 -3.56 -0.076
H 0.56 -1.60 -1.56 0.408
H 0.97 -1.76 0.11 0.298
H 0.60 -0.36 -3.75 0.088
```

The total energy comes out at -7415.90225 eV. As for the HOMO energy: -7.9 eV. The calculation puts the LUMO energy at 0.394 eV. The value obtained for the orbital gap is 0.306 Eh. The energy above the lowest of the compared OMol25 structures with the same formula, charge and spin comes out at 118.36 kcal/mol.


[2]
This record from the OMol25 dataset describes a molecular structure, C15H9Br5N2O6Ru. The level of theory is ωB97M-V/def2-TZVPD.

```
38
Properties=species:S:1:pos:R:3:lowdin_spin:R:1
Ru 0.79 0.08 0.21 1.816
Br -2.75 1.90 -5.54 0.036
C -2.07 0.89 -4.09 0.128
C -2.67 -0.38 -3.80 0.085
Br -4.08 -0.96 -4.92 0.026
C -2.25 -1.29 -2.84 0.118
Br -2.57 -3.14 -2.95 0.031
C -1.51 -0.91 -1.68 0.091
O -0.85 -1.57 -0.90 0.168
C -0.57 1.06 -2.17 0.097
O 0.53 1.20 -1.59 0.142
C -0.93 1.42 -3.47 0.085
Br 0.27 2.59 -4.34 0.022
Br 2.00 2.41 1.71 0.053
C 0.29 1.93 2.37 0.006
C -0.07 2.31 3.65 0.172
C -1.33 1.87 4.12 0.028
C -2.14 1.16 3.30 0.117
C -1.68 0.86 1.97 0.085
N -0.44 1.21 1.52 0.181
C -2.56 0.17 1.18 0.210
O -3.37 -0.41 0.61 0.162
O -1.59 0.47 -1.45 0.044
H 0.61 2.88 4.26 0.010
H -1.63 2.10 5.13 -0.002
H -3.11 0.80 3.62 0.004
N 2.10 -1.20 -0.89 -0.006
C 3.25 -1.86 -0.20 0.001
C 3.45 -1.34 1.22 0.003
C 2.26 -1.62 2.13 0.008
O 2.34 -2.41 3.03 0.013
O 1.17 -0.92 1.88 0.062
H 1.46 -1.91 -1.25 0.002
H 2.43 -0.68 -1.70 0.001
H 4.15 -1.69 -0.78 0.000
H 3.07 -2.93 -0.17 0.000
H 3.64 -0.27 1.19 0.000
H 4.32 -1.84 1.65 0.000
```

The total energy comes out at -383757.57376 eV. As for the HOMO energy (alpha / beta): -7.5 / -8.2 eV. The calculation puts the LUMO energy (alpha / beta) at -0.084 / -2.076 eV. As for the spin multiplicity: 5. The value obtained for the orbital gap (alpha / beta) is 0.272 / 0.227 Eh. The energy above the lowest of the compared OMol25 structures with the same formula, charge and spin comes out at 68.60 kcal/mol.


[3]
This record from the OMol25 dataset describes 3 unconnected molecules or ions with the total composition C39H51F6I2NO13PS at a distorted geometry. The level of theory is ωB97M-V/def2-TZVPD.

```
114
Properties=species:S:1:pos:R:3:mulliken_charge:R:1
C 3.52 -1.59 6.68 -1.082
C 3.79 -0.09 6.67 -0.241
O 4.29 0.30 5.36 -0.300
C 4.66 1.59 5.28 0.237
O 4.96 2.26 6.23 -0.588
C 4.62 2.17 3.89 -0.355
C 3.31 2.98 3.70 -0.716
C 2.31 2.45 2.68 -0.714
C 2.02 0.92 2.74 0.222
N 2.85 0.35 1.67 0.821
C 2.34 -0.59 0.96 -2.203
P 3.18 -1.26 -0.55 0.718
C 4.77 -1.93 0.05 -1.389
C 3.63 0.29 -1.40 -1.278
C 0.98 -0.98 1.53 1.727
C 0.11 -1.35 0.30 -1.372
C 0.23 -2.77 -0.29 -1.433
C -0.95 -3.69 0.06 -1.485
C -2.08 -3.53 -0.93 0.928
F -1.64 -3.76 -2.19 -0.313
F -2.56 -2.25 -0.89 -0.317
C -3.28 -4.49 -0.66 0.480
F -4.44 -3.89 -0.86 -0.261
F -3.22 -5.55 -1.46 -0.258
F -3.26 -4.92 0.60 -0.260
S 1.50 -2.40 2.56 1.231
O 0.55 -3.45 2.62 -0.634
O 2.85 -2.67 2.15 -0.607
F 1.59 -1.74 3.96 -0.035
C 0.58 0.44 2.31 1.770
O 0.25 1.37 1.32 -0.457
C -1.12 1.56 0.87 -0.987
C -1.78 2.86 1.35 0.746
C -0.78 4.01 1.50 -1.728
C -2.70 2.71 2.58 -0.877
C -4.07 3.38 2.39 0.507
C -4.76 3.48 3.75 -1.733
C -4.93 2.53 1.42 -1.390
C -0.45 0.17 3.44 -0.639
I -1.89 -1.34 3.11 0.326
C -0.57 0.86 4.59 -0.054
C 0.26 2.04 5.02 -0.297
I -2.00 0.43 6.05 0.120
H 3.75 -1.97 7.67 0.408
H 2.47 -1.81 6.50 0.196
H 4.13 -2.11 5.95 0.253
H 2.87 0.46 6.86 0.201
H 4.52 0.16 7.43 0.531
H 5.47 2.85 3.86 0.408
H 4.78 1.42 3.13 0.165
H 3.59 3.98 3.36 0.520
H 2.86 3.14 4.68 0.285
H 1.39 3.01 2.78 -0.741
H 2.67 2.67 1.67 0.882
H 2.33 0.59 3.72 0.017
H 3.74 0.76 1.42 0.683
H 4.70 -3.02 0.08 0.322
H 5.05 -1.61 1.05 0.348
H 5.55 -1.65 -0.65 0.529
H 3.98 0.03 -2.39 0.459
H 2.72 0.89 -1.50 0.285
H 4.37 0.91 -0.88 0.401
H -0.93 -1.14 0.48 0.554
H 0.43 -0.64 -0.47 0.333
H 0.26 -2.65 -1.37 0.144
H 1.17 -3.26 -0.05 0.794
H -0.62 -4.73 0.02 0.811
H -1.30 -3.49 1.06 0.322
H -1.05 1.62 -0.21 0.562
H -1.74 0.70 1.09 0.022
H -2.44 3.14 0.52 0.781
H -0.62 4.29 2.54 0.340
H -1.17 4.91 1.02 0.426
H 0.17 3.81 1.01 0.308
H -2.22 3.17 3.45 0.376
H -2.88 1.66 2.83 0.229
H -3.91 4.37 1.96 0.499
H -5.12 2.50 4.07 0.372
H -5.65 4.11 3.66 0.454
H -4.12 3.92 4.51 0.394
H -5.92 2.38 1.83 0.480
H -4.47 1.56 1.24 0.236
H -5.01 3.03 0.45 0.301
H 1.30 1.75 5.17 -0.567
H -0.08 2.40 5.98 0.993
H 0.16 2.85 4.32 -0.171
C 1.46 -2.47 -6.78 -0.896
C 1.51 -2.56 -5.44 0.244
C 1.37 -1.34 -4.56 0.767
O 1.42 -1.53 -3.35 -0.259
C 1.21 -0.05 -5.18 -0.687
C 1.16 0.04 -6.52 -0.211
C 1.27 -1.18 -7.40 1.189
O 1.18 -1.00 -8.60 -0.636
O 0.99 1.18 -7.16 -0.581
O 1.67 -3.70 -4.78 -0.657
H 1.55 -3.34 -7.42 0.487
H 1.13 0.82 -4.54 0.491
H 0.99 0.96 -8.12 0.396
H 1.66 -3.47 -3.83 0.325
C -4.26 0.46 -8.13 -0.903
C -3.10 0.19 -7.53 0.389
C -2.79 -1.18 -6.97 0.923
O -1.69 -1.34 -6.45 -0.304
C -3.80 -2.21 -7.06 -1.295
C -4.97 -1.94 -7.65 0.439
C -5.27 -0.58 -8.24 1.053
O -6.35 -0.43 -8.78 -0.607
O -5.94 -2.81 -7.79 -0.573
O -2.13 1.08 -7.38 -0.620
H -4.49 1.44 -8.54 0.453
H -3.57 -3.18 -6.64 0.464
H -6.67 -2.35 -8.26 0.370
H -1.40 0.64 -6.91 0.265
```

The total energy comes out at -121999.89924 eV. Its net charge is +1. As for the HOMO energy: -11.1 eV. The calculation puts the LUMO energy at -3.853 eV. The value obtained for the orbital gap is 0.268 Eh.